# 1
47
Properties=species:S:1:pos:R:3 method="wB97M-V/def2-TZVPD" homo_ev=-8.59 e_tot_ev=-35716.2955 lumo_energy_ev=0.78 total_charge=0 smiles="CCCCC(=O)N[C@@](Nc1cc(C)ccn1)(C(=O)OCC)C(F)(F)F" homo_lumo_gap_ev=9.4 relative_energy_kcal_mol=0.0
C -4.436 -2.009 1.349
C -2.950 -1.799 1.083
C -2.521 -2.454 -0.228
C -1.022 -2.275 -0.501
C -0.728 -0.804 -0.646
O -1.130 -0.126 -1.571
N -0.056 -0.246 0.394
C 0.318 1.143 0.305
N 1.633 1.364 -0.219
C 2.697 0.522 -0.015
C 3.923 0.806 -0.633
C 5.007 -0.011 -0.387
C 6.341 0.247 -1.009
C 4.825 -1.099 0.475
C 3.580 -1.305 1.023
N 2.531 -0.526 0.788
C -0.684 1.928 -0.605
O -0.291 2.571 -1.541
O -1.879 1.952 -0.056
C -2.927 2.622 -0.772
C -3.812 1.603 -1.471
C 0.222 1.750 1.731
F 1.238 1.374 2.515
F 0.245 3.089 1.697
F -0.896 1.392 2.368
H -4.728 -1.528 2.279
H -4.666 -3.070 1.424
H -5.032 -1.589 0.542
H -2.736 -0.729 1.044
H -2.371 -2.221 1.907
H -3.080 -2.012 -1.055
H -2.751 -3.521 -0.197
H -0.433 -2.704 0.310
H -0.764 -2.772 -1.437
H 0.614 -0.789 0.943
H 1.655 1.989 -1.017
H 4.003 1.661 -1.286
H 7.080 0.452 -0.235
H 6.300 1.096 -1.687
H 6.675 -0.630 -1.562
H 5.644 -1.763 0.700
H 3.388 -2.138 1.686
H -2.473 3.308 -1.492
H -3.482 3.183 -0.017
H -4.578 2.116 -2.045
H -3.205 0.995 -2.138
H -4.286 0.953 -0.740

# 2
42
Properties=species:S:1:pos:R:3 method="wB97M-V/def2-TZVPD" homo_ev=-11.38 e_tot_ev=-24686.8025 lumo_energy_ev=-4.59 total_charge=+1 homo_lumo_gap_ev=6.8 relative_energy_kcal_mol=0.0
C -2.271 0.469 -0.286
C -3.216 -0.655 0.157
C -2.748 -2.072 -0.208
C -1.227 -2.260 -0.142
C -0.829 -3.728 -0.002
C 0.682 -4.006 0.249
C 1.578 -2.813 0.082
C 1.744 -2.188 -1.144
N 2.539 -1.128 -1.278
N 3.250 -0.576 -0.322
C 3.142 -1.131 0.855
C 2.303 -2.240 1.122
O 2.251 -2.772 2.346
H -1.881 0.302 -1.294
H -1.426 0.572 0.401
H -2.801 1.422 -0.292
H -3.383 -0.581 1.235
H -4.189 -0.479 -0.310
H -3.210 -2.794 0.471
H -3.092 -2.319 -1.217
H -0.807 -1.658 0.672
H -0.809 -1.857 -1.073
H -1.390 -4.153 0.833
H -1.150 -4.260 -0.901
H 0.812 -4.379 1.265
H 1.043 -4.801 -0.408
H 1.234 -2.523 -2.041
H 2.636 -0.680 -2.182
H 3.741 -0.691 1.646
H 2.156 -2.099 3.035
F -1.492 3.445 -1.508
C -0.522 4.064 -0.803
C 0.597 3.341 -0.442
C 1.596 3.981 0.280
C 1.460 5.316 0.631
C 0.322 6.017 0.257
C -0.683 5.393 -0.469
H 0.675 2.300 -0.727
H 2.485 3.434 0.566
H 2.240 5.810 1.193
H 0.213 7.057 0.530
H -1.575 5.921 -0.776

# 3
46
Properties=species:S:1:pos:R:3 method="wB97M-V/def2-TZVPD" homo_ev=-8.15 e_tot_ev=-111479.1434 lumo_energy_ev=-1.49 total_charge=0 homo_lumo_gap_ev=6.7 relative_energy_kcal_mol=5.0
Ir 0.712 -1.493 1.575
N 0.215 0.127 0.478
C -0.243 1.291 1.282
C 0.844 1.767 2.217
C 1.091 0.879 3.427
O 1.593 1.360 4.418
O 0.739 -0.383 3.319
H 0.995 0.398 -0.119
H -0.534 -0.164 -0.146
H -1.120 0.951 1.832
H -0.547 2.090 0.602
H 0.597 2.759 2.590
H 1.796 1.874 1.685
C -1.112 -2.371 4.629
Si -0.736 -3.378 3.125
C -1.399 -5.106 3.285
C 1.113 -3.340 2.695
Se -1.482 -2.446 1.197
H -0.725 -2.860 5.529
H -2.190 -2.250 4.742
H -0.653 -1.386 4.546
H -1.034 -5.585 4.199
H -1.107 -5.720 2.432
H -2.490 -5.084 3.333
H 1.725 -3.694 3.526
H 1.566 -2.299 2.543
H 1.330 -3.939 1.814
C 0.192 -6.107 -6.253
C 1.523 -6.464 -6.862
O 1.629 -7.184 -7.818
S 3.042 -5.748 -6.224
C 2.575 -4.921 -4.727
C 2.399 -5.640 -3.548
C 2.050 -4.987 -2.379
C 1.890 -3.598 -2.357
C 2.093 -2.884 -3.539
C 2.430 -3.538 -4.713
C 1.523 -2.928 -1.139
C 1.207 -2.388 -0.098
H -0.427 -7.003 -6.244
H -0.280 -5.379 -6.915
H 0.261 -5.682 -5.257
H 2.534 -6.714 -3.552
H 1.903 -5.548 -1.465
H 1.979 -1.808 -3.530
H 2.575 -2.978 -5.627

# 4
42
Properties=species:S:1:pos:R:3 method="wB97M-V/def2-TZVPD" homo_ev=-8.42 e_tot_ev=-24021.0816 lumo_energy_ev=-0.19 total_charge=0 smiles="CC[C@@H]1CCCCN1C/C=C/c1ccccc1[N+](=O)[O-]" homo_lumo_gap_ev=8.2 relative_energy_kcal_mol=117.5
C -0.927 4.853 0.485
C -0.939 3.495 -0.206
C 0.341 2.680 0.074
C 1.556 3.201 -0.703
C 1.462 2.887 -2.192
C 1.269 1.387 -2.377
C 0.057 0.917 -1.580
N 0.225 1.251 -0.180
C -0.712 0.545 0.672
C -0.318 -0.892 0.783
C -1.149 -1.915 0.616
C -0.759 -3.319 0.704
C -1.204 -4.220 -0.264
C -0.774 -5.533 -0.278
C 0.125 -5.987 0.676
C 0.564 -5.124 1.661
C 0.110 -3.811 1.685
N 0.510 -3.007 2.812
O -0.330 -2.310 3.338
O 1.655 -3.124 3.196
H -1.866 5.374 0.307
H -0.800 4.734 1.559
H -0.119 5.477 0.112
H -1.070 3.638 -1.279
H -1.798 2.928 0.160
H 0.561 2.779 1.146
H 1.659 4.275 -0.546
H 2.446 2.714 -0.300
H 0.625 3.425 -2.642
H 2.373 3.215 -2.697
H 2.152 0.862 -2.009
H 1.135 1.141 -3.431
H -0.864 1.355 -2.005
H -0.031 -0.171 -1.653
H -0.655 0.983 1.674
H -1.758 0.619 0.325
H 0.730 -1.050 0.999
H -2.179 -1.735 0.336
H -1.884 -3.867 -1.025
H -1.134 -6.206 -1.042
H 0.470 -7.009 0.659
H 1.244 -5.454 2.432

# 5
43
Properties=species:S:1:pos:R:3 method="wB97M-V/def2-TZVPD" homo_ev=-9.17 e_tot_ev=-34842.8616 lumo_energy_ev=-1.13 total_charge=0 homo_lumo_gap_ev=8.0 relative_energy_kcal_mol=423.3
C 5.046 -0.197 2.060
C 4.227 0.481 1.326
C 3.947 0.456 -0.160
C 2.270 -0.099 -0.353
C 1.921 -0.070 -1.742
C 0.932 -0.950 -2.450
C -0.063 -1.208 -1.251
C 0.475 -1.472 0.039
N -0.109 -2.162 0.902
N -1.276 -2.792 1.013
S -2.713 -2.165 0.355
O -2.730 -2.746 -1.164
O -3.798 -2.810 1.335
C -2.813 -0.629 0.361
C -3.349 0.123 -0.742
C -3.317 1.663 -0.884
C -3.101 2.340 0.426
C -3.213 3.954 0.063
C -2.659 1.617 1.346
C -2.622 0.336 1.598
C 1.976 -1.431 0.013
H 5.031 0.002 3.270
H 5.523 -0.959 1.503
H 3.538 1.130 2.018
H 4.502 -0.417 -0.603
H 4.017 1.149 -0.768
H 1.570 0.831 0.222
H 1.664 1.083 -1.889
H 2.904 -0.078 -2.466
H 1.375 -1.907 -2.623
H 0.501 -0.640 -3.425
H -0.618 -0.266 -1.031
H -0.834 -1.650 -1.542
H -1.487 -2.912 1.974
H -3.533 -0.453 -1.617
H -3.862 2.032 -1.588
H -2.569 4.254 1.113
H -4.249 3.872 0.416
H -2.822 4.364 -0.667
H -2.403 2.233 2.491
H -2.156 -0.172 2.370
H 2.340 -1.455 1.204
H 2.541 -2.281 -0.454

Repeat the third record exactly.
46
Properties=species:S:1:pos:R:3 method="wB97M-V/def2-TZVPD" homo_ev=-8.15 e_tot_ev=-111479.1434 lumo_energy_ev=-1.49 total_charge=0 homo_lumo_gap_ev=6.7 relative_energy_kcal_mol=5.0
Ir 0.712 -1.493 1.575
N 0.215 0.127 0.478
C -0.243 1.291 1.282
C 0.844 1.767 2.217
C 1.091 0.879 3.427
O 1.593 1.360 4.418
O 0.739 -0.383 3.319
H 0.995 0.398 -0.119
H -0.534 -0.164 -0.146
H -1.120 0.951 1.832
H -0.547 2.090 0.602
H 0.597 2.759 2.590
H 1.796 1.874 1.685
C -1.112 -2.371 4.629
Si -0.736 -3.378 3.125
C -1.399 -5.106 3.285
C 1.113 -3.340 2.695
Se -1.482 -2.446 1.197
H -0.725 -2.860 5.529
H -2.190 -2.250 4.742
H -0.653 -1.386 4.546
H -1.034 -5.585 4.199
H -1.107 -5.720 2.432
H -2.490 -5.084 3.333
H 1.725 -3.694 3.526
H 1.566 -2.299 2.543
H 1.330 -3.939 1.814
C 0.192 -6.107 -6.253
C 1.523 -6.464 -6.862
O 1.629 -7.184 -7.818
S 3.042 -5.748 -6.224
C 2.575 -4.921 -4.727
C 2.399 -5.640 -3.548
C 2.050 -4.987 -2.379
C 1.890 -3.598 -2.357
C 2.093 -2.884 -3.539
C 2.430 -3.538 -4.713
C 1.523 -2.928 -1.139
C 1.207 -2.388 -0.098
H -0.427 -7.003 -6.244
H -0.280 -5.379 -6.915
H 0.261 -5.682 -5.257
H 2.534 -6.714 -3.552
H 1.903 -5.548 -1.465
H 1.979 -1.808 -3.530
H 2.575 -2.978 -5.627